Formula: C12H13ClN2O2Sn
Source: the Open Molecules 2025 dataset
Level of theory: ωB97M-V/def2-TZVPD

```
31
C12H13ClN2O2Sn | the Open Molecules 2025 dataset | ωB97M-V/def2-TZVPD
Cl 1.014 -3.592 -2.374
C 2.302 0.972 -0.168
C 1.422 2.025 -0.610
C 1.055 1.748 -1.975
H 1.160 2.920 -0.030
C 1.724 0.547 -2.407
C 2.470 0.053 -1.271
H 3.110 -0.831 -1.287
H 2.827 0.942 0.797
H 0.442 2.389 -2.611
C 1.580 -0.129 -3.724
Sn 0.045 -0.293 -0.688
C -2.551 0.387 -1.454
O -3.675 0.550 -1.374
C 0.225 -2.989 -0.159
O -0.017 -3.876 0.501
H 0.593 0.108 -4.152
H 1.649 -1.219 -3.570
H 2.366 0.197 -4.426
C -2.562 -1.287 1.740
C -1.620 -0.271 2.235
N -0.597 0.302 1.600
C -0.003 1.212 2.484
C -0.725 1.140 3.676
N -1.701 0.220 3.470
H -2.491 -2.185 2.377
H -3.590 -0.888 1.789
H -2.344 -1.576 0.701
H 0.861 1.831 2.227
H -0.553 1.686 4.563
H -2.416 -0.093 4.119
```

Summary:
orbital gap (alpha / beta)	4.130 / 4.140	eV
LUMO energy (alpha / beta)	-11.69 / -11.69	eV
net charge	+2

Formula: C43H86O17S4
Source: the Open Molecules 2025 dataset
Level of theory: ωB97M-V/def2-TZVPD

```
150
C43H86O17S4 | the Open Molecules 2025 dataset | ωB97M-V/def2-TZVPD
C 2.633 1.980 -2.159
C 1.493 3.034 -2.347
C 1.483 3.435 -3.924
S 2.810 2.536 -4.640
O 3.516 3.342 -5.624
O 2.276 1.269 -5.064
C 3.777 2.252 -3.107
H 2.293 0.950 -2.311
H 2.969 1.945 -1.069
H 1.809 3.962 -1.884
H 0.507 2.663 -2.008
H 1.783 4.463 -4.039
H 0.515 3.245 -4.407
H 4.444 3.082 -2.924
H 4.466 1.393 -3.332
C -0.883 -4.829 -3.173
C 0.504 -4.476 -2.576
C 0.521 -4.963 -1.109
S -1.090 -4.471 -0.533
O -1.017 -3.239 0.227
O -1.697 -5.626 0.070
C -1.862 -4.180 -2.164
H -1.101 -5.948 -3.183
H -0.956 -4.442 -4.177
H 0.707 -3.407 -2.779
H 1.243 -5.060 -3.098
H 1.353 -4.602 -0.549
H 0.539 -6.080 -1.136
H -1.848 -3.091 -2.278
H -2.874 -4.568 -2.178
C 3.643 -3.448 -2.087
C 5.080 -3.703 -1.827
C 5.496 -2.843 -0.673
S 4.642 -1.233 -0.983
O 5.517 -0.391 -1.786
O 4.041 -0.781 0.282
C 3.384 -1.898 -2.099
H 3.139 -3.918 -1.278
H 3.297 -3.860 -3.040
H 5.580 -3.454 -2.790
H 5.322 -4.687 -1.535
H 6.569 -2.658 -0.625
H 5.097 -3.246 0.284
H 3.591 -1.453 -3.067
H 2.418 -1.602 -1.674
C 4.194 2.566 4.839
C 4.425 1.621 3.667
C 3.502 0.376 3.735
S 2.036 1.052 4.533
O 1.684 0.241 5.685
O 1.097 1.370 3.457
C 2.677 2.599 5.063
H 4.639 3.546 4.644
H 4.640 2.228 5.768
H 5.458 1.305 3.628
H 4.109 2.248 2.806
H 4.019 -0.370 4.343
H 3.160 0.099 2.751
H 2.512 2.656 6.130
H 2.153 3.378 4.455
C 1.114 -3.156 2.795
C 2.493 -3.748 2.547
O 2.696 -4.234 1.463
C 3.582 -3.672 3.611
H 1.131 -2.216 3.317
H 0.416 -3.864 3.246
H 0.773 -2.927 1.789
H 3.175 -3.333 4.614
H 4.335 -2.940 3.292
H 4.041 -4.635 3.658
C -3.267 1.827 -3.911
C -2.842 3.006 -3.081
O -1.842 2.984 -2.394
C -3.727 4.259 -3.063
H -3.664 2.090 -4.927
H -3.981 1.177 -3.398
H -2.366 1.251 -4.030
H -4.562 4.152 -3.755
H -3.148 5.185 -3.263
H -4.133 4.403 -2.100
C -5.406 2.569 -0.668
C -5.181 1.111 -0.647
O -4.688 0.516 -1.569
C -5.337 0.253 0.632
H -6.277 2.796 -0.064
H -5.491 2.931 -1.721
H -4.516 3.071 -0.200
H -4.968 0.730 1.535
H -4.786 -0.608 0.402
H -6.408 0.077 0.834
C -1.507 -1.504 4.121
C -2.564 -0.485 4.522
O -3.195 0.179 3.712
C -2.763 -0.261 6.017
H -0.732 -1.370 4.818
H -1.149 -1.326 3.128
H -1.831 -2.564 4.148
H -3.107 -1.127 6.579
H -3.554 0.483 6.080
H -1.863 0.160 6.443
C -0.446 -0.245 -5.656
C -1.319 -1.429 -5.874
O -1.089 -2.542 -5.458
C -2.636 -1.119 -6.568
H 0.444 -0.394 -5.080
H -1.000 0.513 -5.203
H -0.095 0.193 -6.629
H -2.521 -0.523 -7.437
H -3.247 -0.539 -5.882
H -3.121 -2.074 -6.714
C 0.609 0.161 0.203
C -0.639 -0.329 -0.509
O -0.552 -0.911 -1.601
C -1.983 -0.030 0.043
H 0.446 1.058 0.827
H 1.427 0.370 -0.492
H 0.953 -0.644 0.883
H -2.475 0.626 -0.678
H -2.043 0.343 1.054
H -2.535 -0.947 0.080
C -1.422 3.705 0.962
C -2.312 4.052 2.130
O -3.371 4.597 2.044
C -1.826 3.550 3.458
H -1.792 2.799 0.496
H -0.445 3.453 1.376
H -1.339 4.471 0.233
H -1.941 2.421 3.515
H -2.282 4.019 4.320
H -0.746 3.717 3.520
C 1.999 3.958 1.081
C 2.293 5.099 1.970
O 1.912 5.212 3.103
C 3.153 6.193 1.409
H 1.416 4.227 0.180
H 1.454 3.217 1.624
H 2.960 3.467 0.925
H 4.140 6.210 1.791
H 2.784 7.159 1.699
H 3.203 6.192 0.295
C -3.997 -3.111 2.491
C -5.012 -4.010 1.802
O -5.732 -4.708 2.456
C -5.092 -4.094 0.285
H -4.455 -2.073 2.605
H -3.104 -3.046 1.927
H -3.825 -3.501 3.483
H -6.044 -4.402 -0.060
H -4.286 -4.747 0.014
H -4.809 -3.114 -0.089
```

Summary:
orbital gap	9.207	eV
LUMO energy	0.18	eV
net charge	0

Formula: C24H27AsMnN5O5Se
Source: the Open Molecules 2025 dataset
Level of theory: ωB97M-V/def2-TZVPD

```
64
C24H27AsMnN5O5Se | the Open Molecules 2025 dataset | ωB97M-V/def2-TZVPD
Mn 0.192 -0.037 0.798
O 0.286 2.927 -1.893
C 0.068 1.930 -1.234
O 0.888 1.344 -0.437
C -1.324 1.315 -1.199
C -2.474 1.813 -1.798
C -3.698 1.265 -1.432
C -3.744 0.256 -0.477
C -2.542 -0.190 0.059
N -1.381 0.318 -0.330
C -2.332 -1.156 1.233
O -3.253 -1.757 1.727
O -1.089 -1.192 1.581
H -2.396 2.624 -2.503
H -4.614 1.649 -1.857
H -4.679 -0.157 -0.133
Se 4.741 -0.474 -0.686
N 4.422 -1.904 -1.623
C 3.130 -2.194 -1.546
C 2.462 -3.286 -2.124
C 1.122 -3.410 -1.860
C 0.459 -2.480 -1.043
N 1.041 -1.426 -0.492
C 2.366 -1.274 -0.739
N 3.075 -0.290 -0.204
H 3.003 -3.992 -2.731
H 0.559 -4.236 -2.263
H -0.589 -2.627 -0.813
C -0.230 3.982 3.538
As -0.394 3.231 1.742
C -2.150 3.815 1.123
C 0.947 4.182 0.677
O -0.381 1.577 1.890
H -0.439 5.051 3.486
H 0.771 3.826 3.941
H -0.962 3.499 4.183
H -2.322 4.853 1.407
H -2.915 3.189 1.584
H -2.219 3.736 0.039
H 1.406 4.941 1.309
H 0.434 4.663 -0.156
H 1.700 3.506 0.273
C 4.424 2.575 1.872
N 3.851 1.911 3.009
C 4.084 2.545 4.278
C 2.552 1.335 2.791
C 2.570 -0.184 2.739
C 3.600 -0.852 3.395
C 3.643 -2.232 3.429
C 2.619 -2.958 2.848
C 1.600 -2.295 2.184
C 1.576 -0.905 2.077
H 5.500 2.672 2.004
H 4.009 3.584 1.726
H 4.233 1.980 0.980
H 5.155 2.697 4.409
H 3.721 1.905 5.080
H 3.587 3.523 4.359
H 1.857 1.623 3.596
H 2.142 1.697 1.836
H 4.379 -0.263 3.859
H 4.468 -2.734 3.914
H 2.620 -4.037 2.892
H 0.801 -2.884 1.751
```

Summary:
multiplicity	4
expectation value of S²	4.03
orbital gap (alpha / beta)	5.805 / 6.150	eV
LUMO energy (alpha / beta)	-4.84 / -4.49	eV
net charge	+1